1.
DFT (ωB97M-V/def2-TZVPD) results for a molecular structure, C11H34N8O5Pb at a distorted geometry.

Positions of all 59 atoms, in Å:
Pb: 31.591828 3.832610 22.799328
C: 28.409814 2.246686 21.942530
O: 29.209577 3.201827 21.975584
N: 28.743232 1.014723 22.366888
N: 27.099669 2.445022 21.662724
H: 29.657096 0.947113 22.785214
H: 28.121433 0.228657 22.343521
H: 26.472143 1.666736 21.587616
H: 26.845801 3.378674 21.388540
C: 33.270559 2.940147 26.056527
O: 32.935481 3.345516 24.930681
N: 34.021926 1.801913 26.192473
N: 33.149771 3.693356 27.173819
H: 34.209119 1.506714 27.134065
H: 34.616605 1.529480 25.433381
H: 32.741374 4.600320 27.043402
H: 33.613294 3.456936 28.029752
C: 29.079217 4.065694 25.398753
O: 29.934354 3.613352 24.611958
N: 27.756986 3.951051 25.126606
N: 29.397774 4.589222 26.606843
H: 27.035334 4.487616 25.571505
H: 27.555413 3.472874 24.265020
H: 28.638373 4.996348 27.122721
H: 30.357643 4.664989 26.873465
C: 31.624905 8.696384 23.002615
C: 31.185718 7.248755 22.763463
C: 30.950073 6.925763 21.308033
O: 30.567734 5.553743 21.223629
C: 30.312858 5.163977 19.878188
N: 32.106724 6.287255 23.399970
H: 30.860095 9.386106 22.645515
H: 32.614906 8.928041 22.613054
H: 31.653701 8.856773 24.082795
H: 30.216774 7.048510 23.236183
H: 31.873206 7.165747 20.751249
H: 30.284528 7.618523 20.786814
H: 29.797903 4.208719 19.840598
H: 31.244935 5.171379 19.307211
H: 29.623280 5.849844 19.376940
H: 32.262941 6.530468 24.372303
H: 33.012303 6.411852 22.941474
C: 32.879744 0.040674 19.888696
C: 32.025673 0.709538 20.993666
C: 32.593590 0.504727 22.395252
O: 31.677930 0.933432 23.376652
C: 31.212667 -0.058009 24.290719
N: 32.011797 2.161888 20.664833
H: 32.498871 0.203607 18.883127
H: 32.853379 -1.043605 20.039056
H: 33.928850 0.329580 19.948923
H: 31.006039 0.340630 20.955757
H: 33.534033 1.034080 22.592292
H: 32.896596 -0.544642 22.479323
H: 30.609750 -0.784996 23.744982
H: 30.704052 0.451209 25.109549
H: 32.086986 -0.475403 24.801935
H: 32.891929 2.541529 20.322902
H: 31.409943 2.342790 19.865198

Cartesian forces (eV/Å) of the 2 atoms listed first:
-0.7540 -0.8486 0.4908
-0.2886 0.4840 1.0299

Its charge is +2. The value obtained for the LUMO energy is -4.92 eV. The HOMO-LUMO gap is 9.6 eV.

=====

2.
DFT (ωB97M-V/def2-TZVPD) results for a molecular structure, C14H13F6InN6O2S2Sb at a distorted geometry.

Positions of all 45 atoms, in Å:
In: 0.070636 0.767342 -0.654907
N: -2.984664 3.838342 -1.425407
C: -1.909364 3.135842 -1.040107
S: -1.126864 2.226842 -2.279607
N: -1.561764 3.224142 0.221393
N: -0.563464 2.490442 0.665193
C: -0.277664 2.553442 1.930193
C: 0.728636 1.820842 2.599593
C: 0.773336 1.931742 4.002893
C: 1.707236 1.267342 4.753093
C: 2.675336 0.465642 4.122593
C: 2.676236 0.324842 2.766493
C: 1.713536 0.987542 1.939393
O: 1.793036 0.837642 0.683493
H: -3.276864 3.809142 -2.387507
H: -3.488464 4.395342 -0.757107
H: -0.877564 3.236942 2.533393
H: 0.030936 2.546242 4.492793
H: 1.696736 1.362742 5.827893
H: 3.417136 -0.035758 4.726693
H: 3.404636 -0.296758 2.267193
F: 1.806836 -1.001858 -1.253807
Sb: 2.756436 0.170042 -2.526807
F: 2.364236 1.837042 -1.645707
F: 2.869836 -1.400958 -3.605107
F: 3.560836 1.207642 -3.877507
F: 1.034436 0.431542 -3.361707
F: 4.337636 -0.142058 -1.556707
C: -1.914564 -3.275858 -2.274807
S: -0.552864 -2.080558 -2.543607
C: -0.998964 -1.692858 -4.264307
O: -1.055064 -0.888758 -1.757107
H: -2.860964 -2.809658 -2.528607
H: -1.937464 -3.557158 -1.226707
H: -1.735064 -4.156858 -2.884207
H: -2.053164 -1.446758 -4.333307
H: -0.753464 -2.554958 -4.876107
H: -0.406464 -0.843958 -4.580207
N: -0.716564 -0.407358 1.062193
C: -0.906364 -1.476458 1.485593
C: -1.255464 -2.675358 2.021693
C: -0.513464 -3.285158 3.037193
N: 0.084336 -3.789858 3.878193
C: -2.417564 -3.277958 1.532193
N: -3.357864 -3.771758 1.091593

Cartesian forces (eV/Å) of the 2 atoms listed first:
-0.1914 -0.8248 -0.0943
0.2038 -0.0195 0.1937

The multiplicity is 2. The value obtained for the LUMO energy (spin up / spin down) is -1.15 / -3.74 eV. The HOMO-LUMO gap (spin up / spin down) is 7.3 / 4.7 eV. As for the expectation value of S²: 0.829.

=====

3.
DFT (ωB97M-V/def2-TZVPD) results for 2 unconnected molecules or ions with the total composition C7H7BO2 at a distorted geometry.

Positions of all 17 atoms, in Å:
C: 1.644139 -3.260215 -2.365858
C: 1.708734 -2.167887 -1.844473
C: 1.651695 -0.998304 -1.072362
C: 1.877146 0.038670 -0.499838
B: 2.241092 1.396730 0.178648
O: 3.270470 2.015659 -0.374061
O: 1.724074 1.855289 1.330280
H: 1.491863 -3.982570 -3.049828
H: 3.811719 2.762358 -0.082938
H: 1.657396 2.728661 1.672053
C: -0.505073 -0.907627 0.736246
C: -1.436712 -1.362515 0.122440
C: -2.179616 -1.953493 -1.026065
H: -0.092895 -0.235833 1.423086
H: -1.381422 -2.659116 -1.405708
H: -2.538516 -1.248060 -1.741149
H: -3.100540 -2.572052 -0.628397

Cartesian forces (eV/Å) of the 2 atoms listed first:
0.2486 3.2926 1.5277
-0.7436 -0.2993 0.8100

The value obtained for the LUMO energy is 0.24 eV. The SMILES is C#CC#CB(O)O.C#CC. The HOMO-LUMO gap is 9.1 eV.

=====

4.
DFT (ωB97M-V/def2-TZVPD) results for 13 unconnected molecules or ions with the total composition C22H71NO22 at a distorted geometry.

Positions of all 116 atoms, in Å:
C: -2.907523 -1.206846 -4.150125
C: -4.210744 -1.377901 -3.327663
C: -4.405549 -2.837589 -3.007015
O: -4.705323 -3.567869 -4.204828
C: -4.682804 -4.953041 -3.976092
N: -4.003915 -0.642889 -2.067210
H: -2.811474 -0.171817 -4.478499
H: -2.868401 -1.834318 -5.042449
H: -2.039183 -1.414823 -3.523093
H: -5.068158 -0.898171 -3.796671
H: -5.248293 -3.074275 -2.344156
H: -3.526049 -3.319585 -2.557473
H: -5.609443 -5.343912 -3.543537
H: -3.815375 -5.313097 -3.416094
H: -4.625803 -5.424979 -4.959626
H: -3.805544 0.326116 -2.277099
H: -3.212134 -0.988594 -1.535584
O: -0.956194 2.297632 -1.685045
H: -0.649218 2.398026 -2.605253
H: -1.865666 2.615686 -1.689186
O: 0.340347 -2.468438 -2.064349
H: -0.305077 -3.135196 -2.319113
H: -0.158915 -1.832044 -1.514085
O: 1.433956 3.369085 -0.659989
H: 2.049380 4.104461 -0.756845
H: 1.941269 2.686450 -0.179816
C: 1.798086 2.645421 -3.698135
C: 1.959998 1.243295 -3.151592
O: 2.329755 0.307721 -4.133321
O: 0.491818 2.834699 -4.262943
H: 2.592639 2.990449 -4.361568
H: 1.913861 3.250921 -2.790364
H: 1.015353 1.062918 -2.623450
H: 2.709913 1.240080 -2.353030
H: 2.668214 -0.463418 -3.647318
H: 0.302341 3.750913 -4.027440
C: -3.943272 0.568934 1.525111
C: -5.360025 0.797240 1.030835
O: -5.744662 -0.193896 0.098437
O: -3.040299 0.491575 0.458536
H: -3.934180 -0.364869 2.104096
H: -3.710996 1.393700 2.217413
H: -5.399462 1.793582 0.568143
H: -6.078602 0.834386 1.847583
H: -5.083895 -0.375945 -0.615633
H: -2.132916 0.388532 0.766578
C: -2.915137 -4.370464 3.766536
C: -1.999180 -3.377679 3.068380
O: -2.063361 -2.201827 3.891075
O: -3.050535 -5.549993 2.991792
H: -3.885659 -3.886431 3.885997
H: -2.445923 -4.560480 4.727655
H: -2.215603 -3.023824 2.053049
H: -0.965787 -3.742374 3.004664
H: -1.589887 -1.484281 3.457177
H: -3.567099 -5.389413 2.200128
C: 5.884096 1.785261 0.006165
C: 4.461697 1.952053 -0.505378
O: 3.463556 1.555461 0.435905
O: 6.304530 0.453886 -0.306896
H: 6.006984 1.941497 1.081727
H: 6.557839 2.502056 -0.472959
H: 4.268921 1.352048 -1.398034
H: 4.306039 3.006835 -0.746426
H: 3.696860 0.655389 0.735409
H: 6.455785 0.047696 0.564366
C: 5.097327 -2.427030 -1.470614
C: 3.642106 -2.111608 -1.174537
O: 2.945804 -1.652968 -2.329368
O: 5.233109 -3.554508 -2.326856
H: 5.634642 -2.639212 -0.537251
H: 5.593194 -1.587973 -1.953845
H: 3.581819 -1.296847 -0.441937
H: 3.080056 -2.947035 -0.740921
H: 2.007318 -1.884407 -2.166000
H: 4.859345 -4.306421 -1.856200
C: -3.342039 3.897837 0.497205
C: -2.022523 3.274441 0.068765
O: -1.128087 4.282704 -0.354729
O: -4.074431 4.568577 -0.494462
H: -3.233099 4.539339 1.378043
H: -3.939440 3.035076 0.810759
H: -2.262477 2.550473 -0.716682
H: -1.552650 2.756603 0.912683
H: -0.226702 3.920558 -0.469706
H: -3.520170 5.098952 -1.074100
C: 0.325587 0.449370 -0.088648
C: 0.476033 -0.444448 1.145315
O: -0.513535 -0.171723 2.138711
O: -0.617868 -0.101467 -1.013156
H: 1.321083 0.448049 -0.548586
H: 0.002152 1.445489 0.220819
H: 1.467209 -0.220138 1.553214
H: 0.445646 -1.508620 0.910948
H: -0.224811 0.633058 2.606266
H: -0.979434 0.668317 -1.490928
C: -1.537597 2.605053 5.385067
C: -1.126027 3.018660 3.969426
O: -0.007553 2.291242 3.458405
O: -0.567080 3.139114 6.284240
H: -1.719555 1.531284 5.474256
H: -2.509366 3.058479 5.581382
H: -0.845412 4.071975 3.963652
H: -1.964447 2.866431 3.291016
H: 0.832352 2.665173 3.732740
H: 0.307426 2.872773 5.990011
C: 6.246146 -1.546855 2.855077
C: 5.024560 -0.671996 2.951183
O: 4.118867 -0.809459 1.853072
O: 7.050649 -1.326146 1.699602
H: 5.968816 -2.608067 2.774573
H: 6.822982 -1.457101 3.781516
H: 5.331743 0.374214 3.016665
H: 4.457326 -0.924364 3.851672
H: 3.938693 -1.757199 1.806516
H: 7.756338 -1.961378 1.574356

Cartesian forces (eV/Å) of the 2 atoms listed first:
-0.6271 0.0341 -0.4944
1.8798 0.4597 0.5847

The value obtained for the LUMO energy is -0.30 eV. The HOMO-LUMO gap is 8.9 eV.

=====

Computed electronic energy (hartree) in order:
-1446.27444 -2846.34621 -446.13727 -2590.61511
Computed ΔE to the lowest compared entry with this formula, charge and spin (kJ/mol) in order:
20.5 83.6 557.1 65.5